Here is 2 unconnected molecules or ions with the total composition C6H4Cl5N2 at a distorted geometry from the Open Molecules 2025 dataset. Energies are from ωB97M-V with the def2-TZVPD basis set.

## Properties
frontier orbital gap	0.2802	Ha
energy relative to the best compared isomer or geometry (same formula, charge and spin)	36.14	kJ/mol
strongest force on any atom	3.95	eV/Å
HOMO level	-11.988	eV
E	-2641.1591	a.u.

```
! wB97M-V def2-TZVPD RIJCOSX def2/J DEFGRID3
* xyz 1 1
C -2.268 0.280 0.845
C -0.278 1.229 -0.231
C -1.462 1.370 0.506
C 0.050 -0.083 -0.692
C -0.831 -1.160 -0.460
C 3.223 -1.882 0.420
N -2.022 -0.909 0.252
N 0.647 2.188 -0.457
Cl -1.764 3.003 1.078
Cl 1.499 -0.401 -1.538
Cl 3.241 -3.449 -0.261
Cl -0.736 -2.684 -1.077
Cl 4.744 -1.207 0.739
H -3.055 0.520 1.504
H -2.500 -1.728 0.631
H 0.281 3.018 -0.055
H 1.232 1.895 -1.203
*
```

---

Here is C6H4ClF3IN in the gas phase at a distorted geometry from the Open Molecules 2025 dataset. Energies are from ωB97M-V with the def2-TZVPD basis set.

## Properties
SMILES string	FC(F)(F)[C@@]1(Cl)CC(I)=CC=N1
frontier orbital gap	0.3219	Ha
energy relative to the best compared isomer or geometry (same formula, charge and spin)	0.00	kJ/mol
strongest force on any atom	3.66	eV/Å
HOMO level	-9.428	eV
E	-1343.2246	a.u.

```
! wB97M-V def2-TZVPD RIJCOSX def2/J DEFGRID3
* xyz 0 1
C -0.859 0.167 -1.910
C 0.158 -0.878 -1.652
C -1.356 0.835 -0.843
C -0.584 0.854 0.414
C 0.347 -0.685 0.618
C 1.512 -0.344 1.571
N 0.694 -1.317 -0.574
F 0.996 0.410 2.595
F 2.060 -1.439 2.089
F 2.485 0.408 1.093
Cl -0.694 -1.843 1.522
I -3.031 1.984 -1.019
H -1.061 0.354 -3.005
H 0.430 -1.277 -2.603
H 0.010 1.780 0.393
H -1.106 0.990 1.311
*
```

---

Here is C6H4F3N3 in the gas phase at a distorted geometry from the Open Molecules 2025 dataset. Energies are from ωB97M-V with the def2-TZVPD basis set.

## Properties
SMILES string	Cc1[nH]nc(C#N)c1C(F)(F)F
frontier orbital gap	0.4033	Ha
energy relative to the best compared isomer or geometry (same formula, charge and spin)	0.00	kJ/mol
strongest force on any atom	4.84	eV/Å
HOMO level	-10.489	eV
E	-694.8894	a.u.

```
! wB97M-V def2-TZVPD RIJCOSX def2/J DEFGRID3
* xyz 0 1
C -2.348 -1.407 0.772
C -1.026 -1.229 0.309
C -0.352 0.071 0.142
C 0.939 -0.221 -0.181
C 2.033 0.701 -0.621
C -1.091 1.370 0.391
N -3.426 -1.584 1.123
N -0.237 -2.208 -0.031
N 0.958 -1.602 -0.295
F -1.612 1.864 -0.781
F -2.123 1.313 1.189
F -0.245 2.312 0.793
H 2.274 0.331 -1.602
H 1.671 1.715 -0.527
H 2.931 0.630 0.040
H 1.655 -2.058 -0.722
*
```

---

Here is C6H4F4S2 in the gas phase at a distorted geometry from the Open Molecules 2025 dataset. Energies are from ωB97M-V with the def2-TZVPD basis set.

## Properties
SMILES string	FC1=CC(F)=C(F)[C@H](S)[C@@]1(F)S
frontier orbital gap	0.3364	Ha
energy relative to the best compared isomer or geometry (same formula, charge and spin)	48.10	kJ/mol
strongest force on any atom	4.47	eV/Å
HOMO level	-9.107	eV
E	-1426.7766	a.u.

```
! wB97M-V def2-TZVPD RIJCOSX def2/J DEFGRID3
* xyz 0 1
C -0.174 -0.611 -1.559
C 0.741 -0.789 -0.592
C -1.353 0.196 -1.148
C 0.608 -0.306 0.788
C 0.028 1.077 0.687
C -1.304 0.927 -0.045
F 1.703 -1.732 -0.657
F -2.445 -0.017 -1.939
F 1.733 -0.447 1.479
F -2.147 1.860 0.355
S 1.273 2.067 -0.288
S -0.868 -1.301 1.565
H -0.206 -1.004 -2.492
H -0.053 1.542 1.676
H 0.359 2.961 -0.905
H -0.128 -2.341 1.196
*
```